No. 1
74
Properties=species:S:1:pos:R:3:forces:R:3 method="wB97M-V/def2-TZVPD" fmax_ev_per_a=3.283 e_tot_ha=-5574.9990 lumo_ev=2.032 total_charge=-1 homo_ev=-5.865 e_above_lowest_ev=1.205
Y 0.12142 -0.49303 0.92111 -0.91 -0.14 0.26
O -0.22138 -2.63478 0.98739 0.08 -0.07 -0.05
C 0.12477 -3.72177 1.59691 0.02 0.07 -0.11
C -0.13046 -4.98102 1.00483 0.04 -0.02 0.00
C 0.25836 -6.14942 1.61438 -0.02 0.01 -0.03
C 0.91174 -6.13956 2.85337 0.01 0.01 0.02
C 1.14887 -4.92763 3.45737 0.00 -0.03 0.00
C 0.76924 -3.71443 2.86147 0.00 0.03 0.06
C 1.00138 -2.50622 3.62396 -0.04 -0.06 0.00
N 0.72273 -1.30416 3.29214 0.09 0.01 -0.16
C 0.95760 -0.28293 4.31118 -0.01 -0.02 0.00
C 1.12206 1.08048 3.65114 0.02 0.02 -0.02
N 0.01429 1.23277 2.72522 0.00 -0.04 -0.10
C -0.94969 2.01222 3.04084 0.02 0.00 0.02
C -2.22274 2.11786 2.36684 0.03 0.06 0.02
C -3.03093 3.22771 2.66875 -0.02 -0.01 0.00
C -4.27760 3.38370 2.11611 0.01 0.01 0.00
C -4.75941 2.38071 1.26303 -0.01 -0.01 -0.01
C -4.01029 1.26657 0.97667 -0.04 -0.01 0.00
C -2.70331 1.10104 1.49500 0.09 -0.07 0.04
O -1.99619 0.06391 1.17986 -0.22 0.30 -0.01
H -0.63009 -4.98343 0.04471 0.00 0.00 0.00
H 0.05574 -7.09461 1.12411 0.00 0.00 0.00
H 1.21570 -7.06330 3.32634 0.00 0.00 0.00
H 1.63979 -4.89230 4.42491 0.00 0.00 0.00
H 1.44295 -2.68735 4.61337 -0.01 0.00 0.01
H 1.82758 -0.52367 4.93190 0.01 0.00 -0.01
H 0.07752 -0.23912 4.96186 0.00 0.00 0.01
H 2.05760 1.10729 3.08831 0.00 -0.01 0.00
H 1.13719 1.87020 4.41223 0.00 -0.01 0.01
H -0.83293 2.65756 3.92233 0.00 0.00 0.00
H -2.64104 3.97905 3.34837 0.00 0.00 0.00
H -4.87562 4.25773 2.33298 -0.01 0.00 0.00
H -5.74131 2.48621 0.81734 -0.01 0.00 0.00
H -4.38357 0.49122 0.31938 0.00 0.00 0.00
C 4.95633 -1.49880 -1.18676 0.04 0.03 0.01
Ge 3.03379 -1.06797 -1.08906 0.06 -0.04 -0.08
C 2.72805 0.24104 -2.53056 0.01 0.02 0.01
C 2.14572 -2.77165 -1.52515 0.01 -0.02 0.02
C 2.48046 -0.33503 0.62063 0.61 0.15 -0.15
H 5.21946 -1.88529 -2.17396 0.00 0.00 0.00
H 5.21599 -2.25303 -0.44173 -0.01 0.00 0.00
H 5.55643 -0.60786 -0.99305 0.01 0.00 0.00
H 2.87149 -0.22230 -3.50845 0.00 0.01 0.01
H 3.45322 1.05328 -2.43808 0.00 0.02 -0.01
H 1.72875 0.67956 -2.51591 0.00 -0.04 -0.01
H 2.36233 -3.04103 -2.56131 0.00 -0.01 0.00
H 1.06501 -2.75814 -1.38930 0.00 0.04 -0.01
H 2.54436 -3.55755 -0.87924 0.01 -0.01 0.00
H 2.95645 0.65655 0.67870 0.04 -0.01 0.04
H 2.96977 -0.94903 1.39187 -0.02 0.00 0.02
Cl -2.66654 -1.64184 -4.24712 -0.08 -0.05 -0.03
C -1.21788 -0.61858 -4.09803 0.26 -0.37 1.03
Cl -1.53681 1.01095 -4.62850 0.65 -3.13 -0.74
Cl 0.12815 -1.35944 -4.99902 0.04 0.01 -0.05
C -0.83305 -0.63588 -2.67672 -0.06 -0.26 -0.24
N -0.53518 -0.64682 -1.57329 0.12 -0.08 0.29
N 0.37365 1.90266 -0.27702 0.08 0.12 0.09
C -0.34660 2.55763 -1.34826 0.14 -0.20 -0.13
C -1.68124 2.25208 -1.56068 -0.21 0.23 0.05
C -2.33451 2.73957 -2.68215 -0.14 0.43 0.50
C -1.64340 3.48851 -3.62128 0.04 0.64 0.29
C -0.32269 3.84080 -3.38311 -0.15 0.05 -0.11
C 0.32023 3.38897 -2.24071 0.07 -0.14 -0.01
S -2.37396 3.78124 -5.23087 -0.46 1.65 0.61
O -3.80350 3.87145 -4.98888 0.20 -0.19 -0.12
O -1.74795 4.99620 -5.72106 -0.02 -0.27 -0.07
O -1.97423 2.57169 -5.95497 -0.28 1.37 -1.27
H 1.35264 1.84437 -0.54380 0.02 -0.04 0.09
H 0.35143 2.44767 0.58134 -0.12 0.06 -0.04
H -2.18845 1.59064 -0.87491 -0.02 0.00 0.00
H -3.36917 2.48674 -2.87711 0.02 -0.01 0.02
H 0.19692 4.44087 -4.11888 0.01 0.00 0.00
H 1.36456 3.63026 -2.06937 -0.02 0.01 0.00

***

No. 2
65
Properties=species:S:1:pos:R:3:forces:R:3 method="wB97M-V/def2-TZVPD" fmax_ev_per_a=5.673 e_tot_ha=-1697.5380 lumo_ev=-5.097 total_charge=+1 homo_ev=-11.336 e_above_lowest_ev=4.455
C 0.26340 -2.88536 4.67345 -0.94 0.99 0.87
N 0.17366 -3.65332 3.38859 0.97 0.47 -0.84
C 0.73403 -5.03498 3.49779 -0.15 -0.81 -0.16
C 0.81677 -2.92567 2.26227 2.80 0.63 0.54
O 2.01573 -2.56376 2.31166 -4.00 -0.94 -0.64
C -0.09833 -2.58328 0.97916 -0.71 0.81 0.20
C 0.35686 -1.29748 0.13677 0.01 2.87 -1.57
C -0.65638 -0.09534 -0.08590 5.30 -0.92 -1.81
C -0.06380 1.06896 -0.97322 -0.16 -2.40 1.40
N 1.23324 1.09489 -1.51992 -3.66 -0.94 1.95
N 1.99916 0.04070 -1.29657 1.07 -2.61 1.58
C 3.37521 0.10752 -1.94029 0.14 0.23 -1.06
C 4.56683 0.00978 -0.87943 0.66 1.75 2.88
O 4.70460 0.71067 0.13352 -1.21 -2.54 -4.16
I 6.12360 -1.49038 -1.30641 -0.96 0.75 -0.02
C 1.76250 -1.14590 -0.54516 -4.48 1.62 0.89
H 0.46001 -3.55642 5.58546 -0.19 0.84 -1.64
H -0.77648 -2.40640 4.83153 1.67 -0.64 -0.05
H 1.02950 -2.03897 4.66932 -0.83 -1.31 -0.09
H 0.14991 -5.58573 4.32497 0.89 0.86 -1.43
H 1.85344 -5.06862 3.76173 -1.55 0.13 -0.49
H 0.53081 -5.55037 2.48569 0.48 0.55 1.69
H -1.15685 -2.34792 1.38055 1.69 -0.42 -0.63
H -0.23426 -3.48584 0.28629 0.45 1.17 1.02
H -1.70908 -0.09386 0.34036 1.55 0.08 -0.67
H -0.77554 1.95050 -1.17171 1.69 -1.38 0.12
H 3.37196 -0.72030 -2.73011 0.41 1.05 1.34
H 3.48714 1.10298 -2.51010 -0.32 -1.41 1.09
H 2.50493 -1.99899 -0.44222 -0.70 1.61 -0.37
C 6.36503 2.16554 -5.89662 -0.02 0.05 0.02
C 6.12673 1.68390 -4.61338 -0.04 0.08 0.04
C 6.09016 2.56289 -3.53470 -0.06 0.02 -0.17
C 6.28234 3.92569 -3.74130 -0.03 -0.03 -0.01
C 6.51688 4.40747 -5.02508 -0.01 -0.08 0.02
C 6.56259 3.52746 -6.10226 -0.03 -0.06 0.11
H 6.39693 1.47990 -6.73664 0.01 0.06 0.07
H 5.97017 0.62140 -4.45304 0.07 0.04 -0.03
H 5.91114 2.18623 -2.53220 0.08 0.05 -0.01
H 6.24923 4.61152 -2.90150 0.02 -0.05 -0.07
H 6.66518 5.47003 -5.18636 0.00 -0.10 0.02
H 6.75096 3.90306 -7.10198 -0.02 -0.03 0.08
C -4.97139 1.22004 4.82096 0.06 -0.01 -0.03
C -4.97271 -0.16545 4.70792 0.05 -0.02 -0.04
C -3.90661 -0.81588 4.09512 0.09 0.00 -0.06
C -2.83034 -0.08202 3.60063 -0.28 0.15 0.07
C -2.83143 1.30608 3.71842 0.03 -0.07 -0.08
C -3.90174 1.95625 4.32427 0.02 -0.05 -0.03
H -5.80432 1.72668 5.29629 0.08 -0.05 -0.04
H -5.80605 -0.74015 5.09802 0.08 0.05 -0.04
H -3.91243 -1.89698 4.00343 -0.01 0.07 0.03
H -1.99539 -0.58932 3.12604 0.00 0.01 0.08
H -1.99514 1.88238 3.33518 -0.05 -0.02 0.06
H -3.90165 3.03734 4.40956 0.01 -0.09 0.00
C -6.64892 -0.01515 -2.13506 0.10 0.06 0.01
C -6.07408 -0.14499 -0.87480 0.02 -0.01 -0.04
C -4.84822 0.45411 -0.60385 0.07 0.01 -0.10
C -4.20156 1.19191 -1.59168 -0.15 -0.16 -0.01
C -4.77814 1.32485 -2.85079 0.04 -0.02 0.00
C -5.99959 0.71798 -3.12418 0.03 -0.01 0.11
H -7.60319 -0.48514 -2.34705 0.08 0.05 0.02
H -6.58172 -0.71424 -0.10321 0.05 0.06 -0.07
H -4.39687 0.34721 0.37795 -0.09 0.04 0.01
H -3.24728 1.66384 -1.37898 -0.08 0.05 -0.01
H -4.27463 1.90140 -3.61995 -0.06 -0.05 0.06
H -6.44651 0.81706 -4.10723 0.04 0.01 0.08

***

No. 3
71
Properties=species:S:1:pos:R:3:forces:R:3 method="wB97M-V/def2-TZVPD" spin_multiplicity=2 fmax_ev_per_a=2.202 e_tot_ha=-2503.2992 lumo_ev="-9.476 / -11.259" total_charge=+3 homo_ev="-16.129 / -16.129" s_squared=0.7748
Ir -2.17939 -0.01801 1.12331 1.70 -1.39 0.13
N -2.77104 -0.55077 3.06708 0.78 0.25 0.23
N -3.08870 -1.93431 3.02587 0.03 0.15 -0.08
C -2.91377 -2.64808 1.83023 0.26 0.04 -0.04
O -3.30669 -3.76424 1.70365 -0.04 -0.05 0.01
O -2.19455 -1.97956 0.92017 -0.32 -0.21 0.09
H -2.04028 -0.39947 3.76395 -0.16 -0.03 0.08
H -3.58143 -0.00643 3.36076 -0.01 0.01 -0.06
H -3.76975 -2.27239 3.69024 0.00 -0.02 0.00
C -4.46992 3.44971 1.97513 -0.02 0.01 -0.01
P -3.03618 3.23783 0.93104 0.10 -0.16 0.01
C -2.01955 4.69638 1.06487 -0.01 0.01 0.01
C -3.59592 3.08057 -0.75727 0.01 0.05 0.00
O -2.19965 2.02000 1.38253 0.00 0.58 -0.02
H -5.05830 4.30351 1.63544 0.00 0.01 0.00
H -4.15898 3.62779 3.00479 0.00 -0.01 0.00
H -5.10067 2.56059 1.92975 -0.01 0.01 0.00
H -2.57355 5.56889 0.71579 -0.01 0.00 0.01
H -1.12405 4.58056 0.45432 -0.01 0.00 -0.01
H -1.73447 4.85480 2.10500 0.01 -0.01 0.00
H -4.11645 3.99293 -1.05228 -0.02 -0.01 -0.01
H -4.27485 2.23398 -0.85774 0.00 0.00 -0.02
H -2.73896 2.93026 -1.41350 -0.01 -0.01 0.00
O -2.44367 0.09362 -0.85465 0.04 0.57 -0.25
S -2.58922 -1.24287 -1.70229 -0.03 -0.21 -0.17
C -3.10669 -0.62999 -3.26804 0.00 0.03 0.07
C -2.66410 0.58245 -3.78451 0.07 -0.03 -0.06
C -3.10117 0.95607 -5.04191 0.02 0.02 0.02
C -3.94883 0.12009 -5.76514 -0.02 -0.03 0.00
C -4.37591 -1.08826 -5.23551 -0.01 0.02 -0.02
C -3.96503 -1.47039 -3.96597 -0.04 0.07 0.01
C -0.91340 -1.74466 -1.99552 -0.02 0.11 0.06
C 0.12142 -0.82013 -2.01171 0.03 0.00 -0.08
C 1.39962 -1.26859 -2.30587 0.00 0.03 0.01
C 1.62164 -2.61419 -2.58068 -0.01 -0.02 0.00
C 0.57349 -3.52425 -2.55065 0.02 0.00 0.00
C -0.71083 -3.09263 -2.24940 0.01 -0.02 0.08
H -1.98773 1.21138 -3.21981 -0.03 -0.01 -0.01
H -2.77611 1.89505 -5.46873 0.00 0.00 -0.01
H -4.28095 0.41951 -6.74997 0.00 0.00 0.00
H -5.04008 -1.72775 -5.79993 0.00 0.00 0.00
H -4.31648 -2.39739 -3.52925 0.02 0.00 0.01
H -0.07223 0.22918 -1.82711 0.00 0.00 0.01
H 2.21826 -0.56205 -2.35481 0.00 0.00 0.00
H 2.61643 -2.95420 -2.83681 0.00 0.00 0.00
H 0.75081 -4.56904 -2.76581 0.00 0.00 -0.01
H -1.53343 -3.79668 -2.20938 -0.01 0.01 0.00
N 4.96831 -1.51488 1.86313 -0.03 -0.03 0.02
C 6.28103 -1.11033 2.07815 0.02 0.00 -0.07
C 7.46400 -1.77581 2.17357 -0.03 -0.01 0.02
C 8.60752 -0.96632 2.39118 0.02 0.00 0.01
C 8.55491 0.44603 2.49145 -0.01 0.02 0.01
C 7.36871 1.10792 2.38844 0.02 0.00 0.01
C 6.19215 0.31719 2.17208 -0.01 -0.01 -0.01
N 4.93265 0.71971 2.02539 -0.05 0.00 0.00
C 4.21120 -0.40387 1.84530 0.11 0.02 0.04
C 2.75468 -0.36705 1.67692 -0.03 -0.01 0.00
C 1.98308 -1.50850 1.48580 -0.04 0.13 0.00
C 0.61011 -1.38212 1.37739 -0.21 -0.27 0.01
N 0.00114 -0.19372 1.46749 -1.83 0.21 -0.03
C 0.73789 0.91378 1.62460 -0.17 0.31 0.13
C 2.11353 0.86955 1.73217 -0.05 -0.09 -0.01
H 4.65290 -2.46836 1.77393 0.01 -0.01 0.00
H 7.55858 -2.85019 2.09475 -0.01 0.00 0.01
H 9.56766 -1.45742 2.48768 0.01 0.00 -0.01
H 9.47504 0.98882 2.65488 0.00 0.00 0.01
H 7.28797 2.18334 2.46667 0.00 0.00 -0.01
H 2.40608 -2.50147 1.41863 -0.03 0.00 -0.01
H -0.02937 -2.23874 1.22033 -0.01 -0.01 -0.03
H 0.19139 1.84539 1.68487 0.00 -0.03 -0.02
H 2.68012 1.77822 1.87557 -0.01 0.01 -0.01